[1]
Molecular formula: C34H43Br2ClF8NO7S
Method: DFT, wB97M-V/def2-TZVPD

E_LUMO (eV): -3.8726
HOMO energy (hartree): -0.42723
Charge: +1
Orbital gap (eV): 7.8

Last column: Mulliken charge in e.
Atoms and positions in Å:
C -1.798 3.668 0.440  -0.778
C -1.735 3.770 1.961  -0.765
C -0.927 2.629 2.618  -0.070
Cl -0.303 3.074 4.234  -0.090
C 0.188 2.032 1.790  0.385
C 1.326 2.783 1.409  1.554
S 1.458 4.451 2.023  0.016
C 2.331 2.210 0.621  0.992
C 3.539 2.991 0.170  -1.300
Br 4.665 3.368 1.721  0.023
C 3.201 4.198 -0.749  -0.117
C 3.976 5.481 -0.501  -1.786
N 2.214 0.893 0.251  0.319
C 3.272 0.278 -0.608  -1.549
C 3.056 0.687 -2.054  -0.454
O 1.767 0.316 -2.497  -0.365
C 0.838 1.365 -2.534  -0.316
C -0.217 1.116 -3.603  0.734
F -0.804 2.303 -3.866  -0.293
F 0.360 0.679 -4.734  -0.321
C -1.334 0.129 -3.136  0.505
F -0.855 -0.686 -2.177  -0.326
F -2.301 0.871 -2.561  -0.327
C -1.990 -0.720 -4.254  0.537
F -2.139 0.012 -5.363  -0.304
F -3.219 -1.052 -3.817  -0.276
C -1.254 -2.042 -4.593  0.092
F 0.071 -1.912 -4.363  -0.225
F -1.718 -3.035 -3.827  -0.236
C 1.142 0.125 0.609  -0.142
C 1.057 -1.304 0.169  -1.978
C 1.424 -2.308 1.290  -0.114
C 2.922 -2.392 1.620  -1.494
C 3.653 -3.550 0.925  -0.480
C 3.136 -4.880 1.443  -0.603
O 4.188 -5.857 1.347  -0.333
C 3.733 -7.115 1.136  0.687
C 4.423 -7.850 0.036  -1.003
O 2.856 -7.577 1.780  -0.509
C 0.094 0.679 1.370  1.658
C -1.156 -0.129 1.667  -1.515
C -1.210 -0.782 3.080  0.004
C -2.273 -0.205 4.028  -1.270
Br -1.683 -2.680 2.833  -0.168
H -2.551 4.363 0.080  0.524
H -0.852 3.974 0.000  0.081
H -2.085 2.668 0.118  0.055
H -1.318 4.721 2.267  0.405
H -2.732 3.707 2.390  0.515
H -1.651 1.872 2.840  -0.866
H 1.469 5.134 0.873  0.152
H 4.196 2.384 -0.419  0.507
H 2.130 4.376 -0.712  0.257
H 3.405 3.896 -1.775  0.345
H 5.043 5.284 -0.543  0.446
H 3.712 5.970 0.429  0.344
H 3.769 6.163 -1.323  0.458
H 4.228 0.621 -0.233  0.626
H 3.268 -0.786 -0.475  0.459
H 3.223 1.752 -2.194  0.047
H 3.787 0.182 -2.683  0.624
H 0.298 1.497 -1.590  -0.178
H 1.288 2.329 -2.778  0.648
H -1.407 -2.266 -5.647  0.290
H 0.060 -1.523 -0.190  0.125
H 1.689 -1.501 -0.684  1.331
H 1.044 -3.271 0.968  0.639
H 0.911 -2.008 2.196  -0.483
H 3.441 -1.449 1.469  0.371
H 2.998 -2.593 2.687  0.627
H 4.692 -3.483 1.241  0.378
H 3.564 -3.487 -0.157  0.236
H 2.813 -4.809 2.479  0.256
H 2.283 -5.223 0.859  0.385
H 3.774 -8.633 -0.328  0.328
H 5.361 -8.259 0.404  0.279
H 4.671 -7.157 -0.763  0.313
H -2.008 0.516 1.528  0.440
H -1.299 -0.918 0.942  0.408
H -0.238 -0.715 3.558  0.724
H -2.671 -0.981 4.666  0.532
H -3.089 0.204 3.441  0.198
H -1.854 0.610 4.612  0.303
C -5.780 1.438 0.412  -1.352
C -6.871 1.461 -0.372  0.522
C -7.402 0.213 -1.037  1.023
O -8.401 0.329 -1.715  -0.603
C -6.691 -1.037 -0.828  -0.857
C -5.604 -1.054 -0.046  0.337
C -5.091 0.189 0.627  0.811
O -4.092 0.068 1.327  -0.413
O -4.901 -2.154 0.198  -0.628
O -7.559 2.556 -0.624  -0.577
H -5.393 2.325 0.894  0.522
H -7.070 -1.923 -1.317  0.459
H -4.181 -1.904 0.807  0.259
H -8.297 2.292 -1.210  0.369



[2]
Molecular formula: C24H42BIrN10O7P2S2
Method: DFT, wB97M-V/def2-TZVPD

E_LUMO (spin up / spin down) (eV): 0.4611 / -0.6951
HOMO energy (spin up / spin down) (hartree): -0.23489 / -0.28768
Orbital gap (spin up / spin down) (eV): 6.9 / 7.1
Multiplicity: 5

Last column: Mulliken spin population.
Atoms and positions in Å:
Ir 0.940 0.701 -0.013  2.098
C 4.397 -0.752 -2.280  0.002
N 4.321 -1.200 -0.919  0.009
C 4.708 -2.416 -0.434  0.012
C 4.462 -2.407 0.900  0.003
N 3.938 -1.199 1.242  0.025
B 3.599 -0.752 2.692  0.008
N 2.164 -1.251 3.013  0.022
C 1.873 -2.494 3.483  -0.004
C 0.540 -2.573 3.729  0.016
N 0.008 -1.355 3.396  -0.002
C -1.358 -0.945 3.529  -0.003
C 1.018 -0.563 2.951  0.039
S 0.775 1.064 2.518  0.153
C 3.848 -0.473 0.119  0.071
S 3.347 1.152 -0.050  0.171
H 4.642 -1.597 -2.920  0.002
H 5.156 0.026 -2.381  0.000
H 3.442 -0.326 -2.598  -0.004
H 5.139 -3.167 -1.062  0.002
H 4.642 -3.161 1.636  0.001
H 4.340 -1.321 3.429  0.001
H 3.626 0.426 2.755  -0.002
H 2.640 -3.228 3.615  0.001
H -0.056 -3.380 4.104  0.002
H -2.006 -1.818 3.489  0.004
H -1.606 -0.274 2.708  -0.004
H -1.504 -0.405 4.468  -0.002
C 1.168 5.411 0.830  -0.001
N 0.570 4.424 -0.041  -0.007
C 1.438 3.981 -1.105  0.012
C -0.513 3.704 0.328  0.029
N -0.601 2.466 -0.069  -0.030
C -1.785 1.667 -0.258  0.047
C -3.139 2.201 0.011  0.251
C -4.249 1.437 0.156  -0.113
C -4.383 0.028 0.174  0.382
C -3.408 -0.944 0.024  -0.207
C -2.032 -0.753 0.015  0.288
N -1.049 -1.646 -0.157  0.066
C -1.010 -2.815 -0.712  0.064
N -2.078 -3.457 -1.329  0.035
C -2.157 -4.900 -1.359  0.001
C -2.749 -2.825 -2.443  0.007
N 0.159 -3.542 -0.642  0.037
C 1.173 -3.080 0.277  -0.009
C 0.730 -3.927 -1.923  0.015
N -1.464 4.353 1.077  -0.002
C -1.801 5.738 0.852  0.001
C -1.981 3.764 2.289  0.022
H 2.206 5.132 1.021  0.001
H 0.645 5.450 1.780  0.000
H 1.152 6.397 0.358  0.001
H 1.857 4.861 -1.588  0.000
H 0.871 3.413 -1.834  0.000
H 2.255 3.359 -0.735  -0.009
H -3.243 3.271 -0.073  0.013
H -5.184 1.978 0.235  -0.004
H -5.402 -0.330 0.256  0.019
H -3.735 -1.969 -0.085  -0.015
H -1.533 -5.327 -0.580  0.001
H -1.856 -5.322 -2.323  0.001
H -3.200 -5.186 -1.187  0.000
H -2.735 -1.747 -2.318  0.005
H -3.785 -3.164 -2.493  0.000
H -2.256 -3.092 -3.387  0.000
H 0.762 -3.063 1.282  -0.008
H 1.512 -2.073 0.011  0.062
H 2.016 -3.770 0.236  -0.001
H -0.043 -4.194 -2.635  0.000
H 1.396 -4.778 -1.779  -0.001
H 1.292 -3.089 -2.346  -0.001
H -1.444 6.044 -0.128  0.000
H -1.395 6.409 1.618  0.000
H -2.890 5.841 0.868  0.000
H -1.629 2.739 2.369  -0.016
H -3.074 3.782 2.302  -0.003
H -1.615 4.325 3.157  0.001
O -0.107 -0.647 -4.071  0.002
P 0.819 0.129 -3.012  -0.005
O 1.970 0.759 -3.651  0.006
O 1.021 -0.741 -1.802  0.098
O -0.227 1.356 -2.532  0.046
P -1.698 1.687 -2.135  0.041
O -2.598 0.458 -2.738  -0.008
O -2.173 2.964 -2.661  0.006
O -1.491 0.454 0.416  0.262
H -0.992 -0.775 -3.736  -0.002
H -3.337 0.867 -3.190  -0.002



[3]
Molecular formula: C23H30BrGeI2N3O4Tm
Method: DFT, wB97M-V/def2-TZVPD

E_LUMO (spin up / spin down) (eV): 2.1133 / 2.1136
HOMO energy (spin up / spin down) (hartree): -0.17349 / -0.17351
Charge: -1
Orbital gap (spin up / spin down) (eV): 6.8 / 6.8
Multiplicity: 3

Last column: Mulliken spin population.
Atoms and positions in Å:
Tm 16.108 9.302 11.464  2.020
O 17.001 5.726 15.968  0.000
C 16.654 6.925 16.425  0.000
C 16.758 7.115 17.868  0.000
C 16.672 8.321 18.482  0.000
C 16.304 9.426 17.675  0.000
C 16.183 9.261 16.332  0.000
C 16.343 8.037 15.678  0.000
C 16.191 8.022 14.232  -0.003
O 16.632 9.188 13.610  -0.002
N 14.637 7.929 13.996  0.000
N 14.537 8.018 12.615  -0.004
C 13.578 8.680 12.103  -0.005
C 13.784 9.148 10.789  -0.003
Br 17.086 10.282 9.070  -0.003
C 13.351 9.064 9.534  0.004
C 12.237 8.277 8.970  0.000
C 11.794 8.429 7.649  0.000
C 10.698 7.681 7.132  0.000
C 10.047 6.768 7.927  0.000
C 10.449 6.628 9.281  0.000
C 11.551 7.320 9.728  0.000
H 16.658 5.595 15.007  0.000
H 17.154 6.233 18.413  0.000
H 16.786 8.451 19.590  0.000
H 16.148 10.444 18.039  0.000
H 15.936 10.044 15.685  0.000
H 16.742 7.171 13.692  -0.002
H 14.346 6.938 14.132  0.000
H 12.769 9.150 12.731  0.000
H 13.950 9.663 8.813  0.000
H 12.292 9.119 6.906  0.000
H 10.389 7.826 6.088  0.000
H 9.260 6.145 7.555  0.000
H 10.002 5.792 9.797  0.000
H 11.954 7.138 10.686  0.000
N 16.272 11.800 12.068  -0.001
C 17.485 12.590 12.010  0.000
C 18.620 11.838 12.711  0.000
C 19.450 10.868 11.879  0.001
O 20.534 11.099 11.365  0.000
O 18.957 9.636 11.970  -0.003
H 15.549 12.195 11.502  0.000
H 15.934 11.784 13.005  0.001
H 17.296 13.588 12.430  0.000
H 17.807 12.788 10.984  0.000
H 18.256 11.281 13.567  0.000
H 19.397 12.603 13.006  0.000
C 22.693 9.251 13.029  0.000
Ge 21.469 7.947 12.151  0.000
C 22.251 6.903 10.606  0.000
C 21.132 6.681 13.686  0.000
C 19.756 8.616 11.233  0.000
H 23.645 8.744 13.129  0.000
H 22.146 9.353 14.013  0.000
H 22.888 10.166 12.576  0.000
H 23.380 7.029 10.794  0.000
H 22.025 7.317 9.632  0.000
H 21.983 5.825 10.536  0.000
H 22.167 6.244 13.942  0.000
H 20.509 5.821 13.474  0.000
H 20.704 7.212 14.513  0.000
H 19.916 9.026 10.226  0.000
I 18.393 6.973 11.250  -0.002
I 15.848 4.708 13.043  0.000



[4]
Molecular formula: C4H7NO3
Method: DFT, wB97M-V/def2-TZVPD

E_LUMO (eV): 0.7146
HOMO energy (hartree): -0.37237
Structure (SMILES): CO/C=N\OC(C)=O
ΔE to the lowest compared entry with this formula, charge and spin (kJ/mol): 364.7
Orbital gap (eV): 10.8

Last column: natural (NBO) charge in e.
Atoms and positions in Å:
C 2.277 0.729 -0.045  -0.256
O 2.417 -0.653 -0.027  -0.502
C 1.381 -1.561 0.003  0.372
N 0.139 -1.551 0.022  -0.210
O -0.574 -0.329 -0.038  -0.408
C -1.904 -0.544 -0.060  0.803
C -2.400 0.912 0.014  -0.708
O -2.474 -1.576 -0.042  -0.536
H 3.306 1.147 -0.008  0.197
H 1.780 1.183 0.852  0.181
H 1.761 1.123 -0.923  0.184
H 1.742 -2.595 0.082  0.193
H -1.731 1.514 -0.494  0.227
H -2.347 1.232 1.061  0.237
H -3.370 0.969 -0.397  0.227